1.
Density functional theory data (ωB97M-V/def2-TZVPD) for a single C4H8O3 molecule.

The calculation puts the gap between HOMO and LUMO at 11.418 eV. Its total charge is 0. As for the lowest unoccupied orbital energy: 0.81 eV. As for the total energy: -382.91040 hartree. The SMILES is CCOC(=O)CO. Its maximum force is 0.01333 hartree/bohr. The value obtained for the energy relative to the best compared isomer or geometry (same formula, charge and spin) is 142.9 kJ/mol. Its spin multiplicity is 1.

```
15
Properties=species:S:1:pos:R:3:forces:R:3
C 0.4638 -1.3601 -0.8454 0.0 0.0 -0.3
C -0.2342 -0.1838 -1.5598 0.3 -0.4 -0.1
O -1.0760 0.6052 -0.7094 -0.1 0.1 0.1
C -0.3371 1.2264 0.2473 0.4 0.1 0.0
O 0.4608 2.1034 0.0326 -0.5 -0.4 0.2
C -0.4812 0.4815 1.5377 -0.1 -0.1 -0.1
O 0.3158 0.9769 2.5622 0.2 0.1 0.1
H 1.1738 -1.1372 -0.0389 -0.2 0.4 -0.3
H -0.2523 -2.0960 -0.4642 0.0 0.2 -0.1
H 1.0567 -1.8533 -1.6081 0.1 -0.2 -0.2
H -0.9081 -0.6022 -2.3137 0.2 0.2 0.0
H 0.4949 0.4947 -2.0193 -0.1 -0.3 -0.1
H -1.5261 0.4015 1.8470 0.1 0.2 0.0
H -0.1839 -0.5249 1.1969 -0.1 0.1 0.6
H 1.0329 1.4680 2.1351 -0.1 0.1 0.1
```
Positions in Å, forces in eV/Å.

These are the Mulliken partial charges, in e, on atoms 1 to 4: number 1, C, carries -1.208; number 2, C, carries -0.192; number 3, O, carries -0.378; number 4, C, carries 0.569

2.
Density functional theory data (ωB97M-V/def2-TZVPD) for a single C5H7Cl molecule.

The calculation puts the gap between HOMO and LUMO at 10.831 eV. Its total charge is 0. As for the lowest unoccupied orbital energy: 1.06 eV. As for the total energy: -654.88869 hartree. The SMILES is Cl[C@H]1C=CCC1. Its maximum force is 0.03457 hartree/bohr. The value obtained for the energy relative to the best compared isomer or geometry (same formula, charge and spin) is 4.8 kJ/mol. Its spin multiplicity is 1.

```
13
Properties=species:S:1:pos:R:3:forces:R:3
Cl 2.4795 0.1244 -0.4989 -0.1 0.2 0.1
C 1.0375 0.1580 0.6045 -0.3 -0.5 0.9
C 0.1184 1.2968 0.3099 0.5 1.1 -1.0
C -0.8930 0.9638 -0.4780 -1.4 -0.5 0.0
C -0.9394 -0.5714 -0.6716 1.0 0.3 0.6
C 0.1575 -1.0852 0.3674 -0.6 1.0 -1.2
H 1.4387 0.1920 1.6273 0.1 0.0 -0.4
H 0.3649 2.3442 0.4813 0.1 -0.3 0.3
H -1.6601 1.7118 -0.8653 1.2 -1.3 0.4
H -0.6009 -0.8337 -1.6877 -0.5 0.0 0.2
H -1.9049 -1.0287 -0.4333 0.1 0.2 -0.4
H -0.3348 -1.3663 1.2920 0.0 -0.1 0.2
H 0.7365 -1.9056 -0.0477 -0.1 -0.1 0.2
```
Positions in Å, forces in eV/Å.

These are the Mulliken partial charges, in e, on atoms 1 to 4: number 1, Cl, carries -0.223; number 2, C, carries 0.050; number 3, C, carries -0.524; number 4, C, carries -0.220

3.
Density functional theory data (ωB97M-V/def2-TZVPD) for 5 unconnected molecules or ions with the total composition C9H26N2O8.

The calculation puts the gap between HOMO and LUMO at 9.287 eV. Its total charge is 0. As for the lowest unoccupied orbital energy: -0.24 eV. As for the total energy: -1069.83755 hartree. The SMILES is CCNOC(=O)NCC(=O)O.CO.CO.CO.CO. Its maximum force is 0.01957 hartree/bohr. Its spin multiplicity is 1.

```
45
Properties=species:S:1:pos:R:3:forces:R:3
C -4.3992 2.9991 -1.6544 -0.1 -0.4 0.4
C -3.2683 2.0182 -1.3329 0.0 0.5 -0.1
N -3.8746 0.7173 -1.1083 -0.2 -0.1 -0.2
O -2.9574 -0.3655 -0.8052 0.1 -0.1 0.4
C -1.6248 -0.1073 -0.9641 0.7 -0.2 0.1
O -0.8867 0.1004 -0.0158 -0.7 0.1 -0.5
N -1.1483 -0.1849 -2.2455 -0.5 0.8 0.2
C -0.1107 0.7942 -2.5706 0.2 -0.2 0.1
C -0.1996 1.3775 -3.9662 0.5 0.2 -0.1
O 0.6583 2.0822 -4.4003 -0.3 -0.3 0.1
O -1.2836 0.9992 -4.7282 -0.2 0.1 0.1
H -4.8089 2.8295 -2.6516 0.1 0.1 0.0
H -5.2094 2.8508 -0.9343 0.1 0.1 -0.1
H -4.0479 4.0244 -1.5526 0.0 0.0 -0.2
H -2.7615 2.3537 -0.4236 0.0 -0.2 -0.1
H -2.5473 2.0341 -2.1643 0.1 0.0 0.2
H -4.3498 0.4100 -1.9541 0.1 -0.1 0.0
H -1.8561 -0.3005 -2.9571 0.1 -0.1 0.0
H -0.1818 1.6287 -1.8623 0.2 0.0 -0.1
H 0.8983 0.3887 -2.4680 -0.1 -0.1 0.0
H -2.0752 1.4798 -4.4443 0.1 -0.1 -0.1
C -1.2652 -2.2992 2.7042 0.1 0.0 0.0
O -0.2961 -1.2881 2.4556 0.0 0.0 0.1
H -0.9557 -2.8364 3.5975 0.0 0.0 0.0
H -2.2527 -1.8656 2.8790 0.0 0.0 0.0
H -1.3256 -3.0072 1.8736 0.0 0.0 0.0
H -0.5647 -0.8083 1.6611 0.1 0.1 -0.1
C 1.7547 2.6619 0.7510 -0.1 0.0 -0.1
O 0.4865 3.1834 0.3706 -0.1 -0.1 -0.1
H 2.4703 3.4775 0.6882 0.0 0.0 0.0
H 1.7356 2.2819 1.7754 0.1 0.0 0.0
H 2.0692 1.8613 0.0757 0.1 0.0 0.0
H -0.1483 2.4608 0.4274 0.0 0.0 0.1
C 3.3135 -0.9572 1.8947 -0.1 -0.1 0.0
O 2.3628 -2.0089 1.8413 0.2 0.0 0.1
H 4.1987 -1.2848 1.3535 0.0 0.0 0.0
H 2.9296 -0.0511 1.4179 0.0 0.0 0.0
H 3.6012 -0.7230 2.9237 0.0 0.0 0.0
H 1.5659 -1.7265 2.3172 -0.2 -0.1 -0.2
C 4.7225 -4.2296 2.5068 -0.2 -0.1 -0.1
O 3.5407 -4.6740 1.8679 0.1 -0.1 0.0
H 5.3845 -5.0884 2.6005 0.0 0.0 0.0
H 5.2361 -3.4601 1.9215 0.0 0.0 0.0
H 4.5197 -3.8357 3.5077 0.0 0.0 0.0
H 2.9514 -3.9123 1.7918 0.0 0.2 0.0
```
Positions in Å, forces in eV/Å.

These are the Mulliken partial charges, in e, on atoms 1 to 4: number 1, C, carries -1.362; number 2, C, carries 0.508; number 3, N, carries -0.344; number 4, O, carries -0.303

4.
Density functional theory data (ωB97M-V/def2-TZVPD) for a molecular structure, C21H14FeN6O4.

The calculation puts the gap between HOMO and LUMO (alpha / beta) at 7.745 / 7.726 eV. Its total charge is +1. As for the lowest unoccupied orbital energy (alpha / beta): -4.13 / -4.19 eV. As for the total energy: -2701.77275 hartree. The expectation value of S² is 0.7656. Its maximum force is 0.00397 hartree/bohr. Its spin multiplicity is 2.

```
46
Properties=species:S:1:pos:R:3:forces:R:3
Fe -0.6366 -0.4323 0.0836 0.0 -0.1 0.1
O -1.7753 1.9087 3.0141 0.0 0.0 0.0
C -1.3668 1.0451 2.2854 -0.1 -0.1 0.0
O -1.5242 0.9779 0.9790 0.0 0.0 0.1
C -0.5988 -0.1545 2.8288 0.0 0.0 0.0
C -0.2844 -0.4836 4.1343 0.0 0.0 0.0
C 0.4373 -1.6562 4.3528 0.0 0.0 0.0
C 0.8312 -2.4700 3.2910 0.0 0.0 0.0
C 0.4787 -2.0747 2.0139 0.0 0.0 0.0
N -0.2073 -0.9535 1.8474 0.1 0.0 0.0
C 0.7597 -2.7428 0.6730 0.0 0.0 0.0
O 1.4269 -3.7415 0.6007 0.0 0.0 0.0
O 0.1974 -2.0950 -0.3220 0.0 0.0 -0.1
H -0.6017 0.1606 4.9423 0.0 0.0 0.0
H 0.6946 -1.9410 5.3644 0.0 0.0 0.0
H 1.3890 -3.3844 3.4367 0.0 0.0 0.0
N 3.1708 1.4016 -0.0191 0.0 0.0 0.0
C 2.1248 0.6915 0.3746 0.0 0.0 0.0
N 1.0079 0.6074 -0.2897 0.1 0.1 0.0
C 0.8876 1.2617 -1.5270 0.0 0.0 0.0
N -0.1696 1.1094 -2.2566 0.0 0.0 0.0
N -1.0445 0.2527 -1.6425 0.0 0.0 -0.1
C -2.1784 -0.0337 -2.1461 0.0 0.0 0.0
C -2.9671 -0.9664 -1.3402 0.0 0.0 0.0
C -4.1964 -1.4655 -1.7210 0.0 0.0 0.0
C -4.8343 -2.3690 -0.8813 0.0 0.0 0.0
C -4.2212 -2.7390 0.3012 0.0 0.0 0.0
C -2.9861 -2.1916 0.6183 0.0 0.0 0.0
N -2.3759 -1.3260 -0.1785 -0.1 0.1 -0.1
C 1.9815 2.1106 -1.9686 0.0 0.0 0.0
C 1.9169 2.8639 -3.1443 0.0 0.0 0.0
C 2.9904 3.6399 -3.5210 0.0 0.0 0.0
C 4.1439 3.6758 -2.7340 0.0 0.0 0.0
C 4.2268 2.9400 -1.5701 0.0 0.0 0.0
C 3.1390 2.1616 -1.1949 0.0 0.0 0.0
H 4.0028 1.4078 0.5512 0.0 0.0 0.0
H 2.2155 0.1565 1.3122 0.0 0.0 0.0
H -2.5197 0.3806 -3.0881 0.0 0.0 0.0
H -4.6405 -1.1552 -2.6564 0.0 0.0 0.0
H -5.7970 -2.7797 -1.1528 0.0 0.0 0.0
H -4.6837 -3.4419 0.9784 0.0 0.0 0.0
H -2.4736 -2.4538 1.5344 0.0 0.0 0.0
H 1.0168 2.8208 -3.7404 0.0 0.0 0.0
H 2.9418 4.2242 -4.4289 0.0 0.0 0.0
H 4.9828 4.2871 -3.0370 0.0 0.0 0.0
H 5.1188 2.9665 -0.9570 0.0 0.0 0.0
```
Positions in Å, forces in eV/Å.

These are the Mulliken partial charges, in e, on atoms 1 to 4: number 1, Fe, carries -0.629; number 2, O, carries -0.617; number 3, C, carries 0.213; number 4, O, carries -0.482